The following is a quantum chemistry calculation of a single C3H5N5 molecule, from the Open Molecules 2025 dataset.

Geometry (Å):
C -2.6020 1.4726 0.0222
N -2.2908 0.2648 0.0801
N -1.0414 -0.1979 0.0765
N -0.9138 -1.4635 -0.2263
N 0.3089 -1.6884 -0.3137
C 1.0107 -0.5606 -0.0060
C 2.5129 -0.5250 0.0439
N 0.1798 0.3856 0.3111
H -3.6724 1.5517 -0.0016
H -1.9597 2.4578 -0.2163
H 2.9226 0.4438 0.1973
H 2.7878 -1.1314 0.9104
H 2.7574 -1.0095 -0.8777

Its relative energy (zero: lowest compared OMol25 entry of this formula, charge and spin) is 3.558 eV. As for the LUMO energy: 0.28 eV. Its calculated total energy is -10639.31647 eV. As for the charge: 0. The structure (SMILES) is C=Nn1nnc(C)n1.